ORCA calculation (ωB97M-V/def2-TZVPD) on a structure of composition C44H62N5SiSm in a non-equilibrium geometry.

M: 839.461 g/mol
⟨S²⟩: 8.76
calculated total energy: -2935.15076 a.u.

ORCA input file:
```
! RIJCOSX wB97M-V def2-TZVPD def2/J DEFGRID3
* xyz 0 6
Sm 1.100 0.077 0.265
Si -3.098 -0.522 -1.172
N -0.400 1.765 -1.408
N 2.871 0.879 -1.088
N 2.498 -1.452 -1.069
N -1.841 0.032 -2.239
N 0.168 -0.972 -1.415
C 0.252 -0.466 2.705
C 0.948 0.773 2.840
C 5.131 1.679 -1.210
C 3.771 1.863 -1.225
C 2.447 -0.895 2.355
C 0.247 2.938 1.801
C -1.267 1.310 -2.351
C -4.303 -1.690 -3.502
C -0.933 3.247 -3.740
C 0.501 -1.420 -5.972
C 1.833 -3.617 3.587
C 0.949 -3.005 2.489
C 1.324 -3.595 1.122
C 0.170 2.072 3.074
C -0.508 -3.351 2.806
C 1.322 -1.394 -3.321
C 0.179 2.949 -1.653
C 5.618 0.382 -0.979
C -4.278 0.940 -0.675
C 4.743 -0.655 -0.856
C -0.025 -1.022 -3.675
C 4.882 0.485 2.614
C 1.824 -1.759 -5.623
C -0.038 3.716 -2.777
C -1.322 1.791 3.323
C -2.291 -1.153 0.451
C -0.417 -1.058 -5.024
C -2.893 -3.193 -2.125
C -3.902 -2.042 -2.069
C -5.015 0.596 0.623
C -3.481 2.225 -0.433
C -5.142 -2.532 -1.320
C -5.320 1.233 -1.753
C -0.690 -0.782 -2.467
C 2.352 0.501 2.625
C 3.344 -0.423 -1.005
C -1.551 2.043 -3.514
C 1.389 -1.293 -1.918
C 3.744 2.652 2.432
C 2.241 -1.743 -4.320
C 1.178 -1.504 2.450
C 3.681 1.325 4.589
C 3.621 1.254 3.049
C 0.637 2.871 4.294
H -1.598 -1.950 0.184
H -5.576 -0.330 0.535
H -2.675 2.064 0.279
H -0.630 -4.432 2.846
H 4.686 3.109 2.734
H 1.633 3.272 4.164
H -4.314 0.500 1.447
H -1.797 1.306 2.474
H 5.066 -1.672 -0.695
H -3.440 -1.334 -4.054
H -5.991 0.388 -1.869
H 0.472 4.659 -2.899
H -0.158 3.934 1.984
H 4.862 0.258 1.551
H 3.356 2.859 -1.367
H 2.885 -3.430 3.395
H 3.744 2.576 1.342
H 0.618 2.233 5.174
H -5.065 -0.917 -3.517
H -4.847 1.440 -2.711
H -2.986 -1.537 1.193
H -5.717 1.393 0.869
H 5.806 2.506 -1.351
H -5.921 2.100 -1.476
H -4.700 -2.565 -4.014
H -1.844 2.731 3.493
H -0.802 -2.941 3.769
H 1.172 -4.673 1.107
H -4.134 3.002 -0.037
H -0.356 2.463 1.014
H -3.302 -4.033 -2.686
H 2.512 -2.039 -6.408
H 3.251 -2.015 -4.047
H -1.136 3.820 -4.632
H -5.908 -1.762 -1.293
H -0.766 -0.628 3.024
H -3.046 2.587 -1.359
H -4.895 -2.805 -0.297
H 0.708 -3.143 0.335
H -5.565 -3.408 -1.811
H -1.171 -2.962 2.040
H 4.990 -0.437 3.177
H 1.684 -4.692 3.644
H -2.643 -3.547 -1.128
H -0.038 3.708 4.464
H -1.704 -0.343 0.903
H 0.213 -1.462 -7.014
H -1.976 -2.875 -2.612
H -2.270 1.634 -4.208
H -1.435 -0.816 -5.298
H 4.636 1.742 4.911
H 6.682 0.210 -0.920
H 2.367 -3.389 0.885
H 5.764 1.092 2.812
H -1.458 1.178 4.209
H 3.371 -1.450 2.280
H 1.277 3.056 1.458
H 2.945 3.317 2.744
H 3.585 0.323 5.002
H 2.890 1.933 5.009
H 0.854 3.326 -0.888
H 1.582 -3.187 4.552
*
```